Run 1
Computed, not measured: a 10-piece molecular cluster, C20H60O10 overall, with ωB97M-V/def2-TZVPD.

```
90
Properties=species:S:1:pos:R:3
H -3.517 0.364 -2.677
H 1.580 -4.525 1.443
C 1.609 4.096 2.700
O -0.205 3.600 4.329
H 2.523 0.225 2.346
H -2.207 -0.756 -2.764
O -2.341 2.976 2.825
O -0.219 -2.757 0.238
C -2.264 -5.297 -2.370
C 0.787 3.094 3.459
O 1.722 0.693 -4.032
H -2.604 4.312 0.490
C -0.122 1.304 -0.665
O -2.927 -4.042 -0.407
H 4.279 3.498 -2.943
H -2.771 -0.411 -5.041
H 2.799 -2.384 2.282
H 3.667 -2.207 0.812
H -0.593 0.030 1.077
C -3.274 -0.715 -2.938
C 4.681 1.434 -2.500
H -1.341 0.369 6.655
C -3.500 -0.849 -4.420
H -4.462 -1.109 -1.369
H -4.380 -0.405 -4.764
C 1.230 -4.748 0.459
H 0.293 0.244 4.379
C -3.500 3.095 2.022
H 1.389 2.584 4.157
H 4.554 1.076 -3.509
H 2.211 2.065 -2.796
H 0.531 -3.753 -1.367
O 0.664 2.271 0.017
H -1.132 -0.737 4.554
H -1.079 0.885 3.728
H -0.101 1.505 6.192
H -2.463 2.411 3.638
H 2.401 -2.643 -3.992
H -1.688 1.482 0.898
C 0.838 -3.496 -0.384
H 2.503 3.688 2.219
C 1.454 -0.653 -3.829
C -1.137 0.721 0.400
H -1.663 2.804 5.435
C -2.724 -5.305 -0.947
H 1.381 -0.633 -2.717
H 2.086 -5.281 0.033
H -1.892 -5.712 -0.440
H -3.593 -1.861 -4.797
H 1.730 -2.880 -0.490
H -1.957 -6.255 -2.705
H -1.874 0.143 -0.201
H 0.439 0.391 -1.014
H 2.418 0.896 0.043
H 4.455 0.651 -1.808
H -2.765 -4.660 -3.046
H -3.117 5.275 1.845
H 4.280 3.067 -1.242
H 1.821 4.928 3.337
H -3.571 -5.912 -0.813
H -4.341 3.208 2.737
H 3.651 -1.274 -3.734
H 0.530 -0.845 -4.391
H -3.615 2.319 1.260
H 4.259 -1.513 2.253
O 3.132 0.344 0.401
H -3.285 -3.429 -1.059
O -4.166 -1.570 -2.223
H -0.953 3.974 3.844
H -1.242 -4.839 -2.419
H 1.498 -0.565 1.231
C -0.737 0.301 4.576
H 0.377 2.333 2.730
C 2.616 -1.577 -4.274
H -1.051 -3.097 -0.079
H 1.909 0.941 -4.931
H 1.379 2.647 -0.550
H 2.729 -1.547 -5.388
C -3.411 4.391 1.283
O 2.564 2.690 -2.148
H -0.678 1.804 -1.508
H 0.994 4.562 1.910
H 0.268 -5.279 0.574
C 4.010 2.685 -2.242
H 5.744 1.629 -2.351
H -4.299 4.590 0.736
O -2.100 1.994 5.708
C -1.039 1.022 5.879
C 3.379 -1.662 1.714
C 2.535 -0.427 1.437
```

Properties
total charge: 0
molecular weight: 460.690 g/mol
highest occupied orbital energy: -0.35410 hartree
2S+1: 1
SMILES: CCO.CCO.CCO.CCO.CCO.CCO.CCO.CCO.CCO.CCO
frontier orbital gap: 0.3667 Ha

The molecule's Mulliken atomic charges, reported in e, are given here:
1. H 0.2430
2. H 0.2795
3. C -1.4081
4. O -0.6426
5. H 0.0220
6. H 0.0115
7. O -0.3769
8. O -0.3339
9. C -0.9709
10. C 0.5822
11. O -0.5021
12. H 0.1733
13. C 0.5693
14. O -0.5695
15. H 0.3150
16. H 0.4058
17. H 0.3331
18. H 0.3485
19. H -0.1102
20. C 0.3657
21. C -0.8739
22. H 0.4171
23. C -1.5132
24. H 0.3334
25. H 0.3927
26. C -1.1731
27. H 0.2420
28. C -0.1334
29. H 0.3857
30. H 0.2694
31. H 0.3082
32. H 0.1210
33. O -0.3409
34. H 0.4040
35. H -0.2534
36. H 0.2164
37. H 0.1992
38. H 0.3104
39. H -0.6175
40. C 0.2078
41. H 0.3162
42. C 0.5769
43. C 0.3199
44. H 0.4249
45. C -0.2425
46. H -0.3899
47. H 0.3896
48. H 0.1826
49. H 0.3701
50. H 0.0791
51. H 0.4132
52. H 0.1781
53. H -0.5935
54. H 0.2040
55. H 0.1519
56. H 0.3903
57. H 0.3440
58. H 0.2592
59. H 0.3980
60. H 0.3630
61. H 0.3581
62. H 0.1899
63. H 0.2147
64. H 0.2112
65. H 0.4778
66. O -0.4827
67. H 0.3607
68. O -0.6013
69. H 0.3735
70. H 0.0749
71. H -0.4540
72. C -0.2022
73. H -0.3147
74. C -1.0347
75. H 0.1983
76. H 0.2326
77. H 0.2343
78. H 0.3684
79. C -1.2412
80. O -0.5092
81. H 0.4423
82. H 0.2707
83. H 0.2257
84. C -0.3387
85. H 0.4093
86. H 0.4360
87. O -0.6611
88. C -0.4794
89. C -1.6324
90. C 1.1021

---

Run 2
Computed, not measured: a 10-piece molecular cluster, C20H60O10 overall, with ωB97M-V/def2-TZVPD.

```
90
Properties=species:S:1:pos:R:3
C -0.123 -0.418 -0.269
H 0.668 4.311 3.861
H -2.818 -3.555 2.742
H 1.493 2.647 1.979
C 2.299 3.589 -2.990
H 0.336 3.465 0.931
H -3.887 0.926 3.785
H 0.676 -0.020 -0.898
H 4.544 -3.954 0.205
H 0.706 4.006 -1.614
H 4.094 1.669 2.867
O -2.104 1.462 4.575
H 4.011 2.830 -2.545
H -3.071 4.818 -1.285
H -1.094 -3.563 3.200
C 0.573 3.246 1.973
H -2.705 3.306 -0.543
O -0.597 -1.570 -0.996
O 1.742 -2.135 -3.235
H 0.240 -0.807 0.690
H -3.249 -1.218 3.005
H -4.373 -0.809 -3.151
H 2.481 4.665 -2.932
C -3.970 -2.202 -1.858
C 3.617 1.300 0.750
C 4.032 -3.167 0.758
H -5.468 -2.526 -0.302
H -1.756 0.782 -1.048
O -3.574 1.788 -2.670
H -0.819 -5.659 1.692
C 4.500 1.195 1.978
H 1.983 -5.072 0.677
H 2.055 -3.121 -0.260
C 4.026 -1.751 -3.893
C -1.639 -4.945 1.611
H 4.364 -2.213 0.332
H 1.212 -2.291 -2.441
H -4.423 3.773 -1.146
H -1.474 -0.797 3.048
H -1.021 1.517 0.353
H -2.663 1.367 2.572
H -0.105 6.038 1.876
O 4.188 0.595 -0.335
H -3.261 -2.866 -2.367
C 3.020 -1.692 -2.754
H 2.139 -2.294 1.165
H 3.763 -1.009 -4.648
O -1.256 -4.015 0.569
H 5.498 1.572 1.745
C -2.464 -0.623 3.469
H 3.447 2.318 0.380
C -1.269 0.552 -0.099
C -3.050 3.106 -2.641
O -0.419 5.382 2.506
H -3.502 3.696 -3.448
H 2.590 1.007 1.010
H 4.683 0.138 2.191
C 0.667 4.494 2.782
H -1.298 -1.924 -0.427
O 3.128 2.791 -2.159
H 5.024 -1.528 -3.519
H -3.409 -1.459 -1.284
H 3.349 -2.338 -1.940
H -2.551 -5.391 1.212
H -5.266 -3.916 -1.317
H -2.532 2.276 4.844
H 3.982 -2.737 -4.352
C -2.832 0.836 3.507
H 3.887 0.978 -1.164
H -1.994 0.122 0.596
H 0.068 3.618 -3.274
O 1.989 -4.388 1.354
H 0.635 2.415 -2.187
H -4.458 1.710 -3.028
H 1.664 4.934 2.643
H 2.399 3.244 -4.021
H -2.450 -0.955 4.511
C -4.718 -3.084 -0.874
H -2.194 -4.929 3.655
C -1.940 -4.178 2.902
H -4.042 -3.499 -0.123
C 0.843 3.436 -2.536
C -3.346 3.756 -1.300
H 4.367 -3.129 1.796
H -1.986 3.049 -2.859
H 2.868 -0.664 -2.421
C 2.526 -3.221 0.728
H -0.293 -3.974 0.579
O -4.815 -1.588 -2.805
H -0.097 2.468 2.355
```

Properties
total charge: 0
molecular weight: 460.690 g/mol
highest occupied orbital energy: -0.36158 hartree
2S+1: 1
SMILES: CCO.CCO.CCO.CCO.CCO.CCO.CCO.CCO.CCO.CCO
frontier orbital gap: 0.3769 Ha

The molecule's Mulliken atomic charges, reported in e, are given here:
1. C 0.6650
2. H 0.3119
3. H 0.0702
4. H -0.2307
5. C -0.5337
6. H -0.0555
7. H 0.4225
8. H -0.2069
9. H 0.3574
10. H 0.1760
11. H 0.3279
12. O -0.5688
13. H 0.2409
14. H 0.3672
15. H 0.2389
16. C 0.5386
17. H -0.0594
18. O -0.3658
19. O -0.6214
20. H -0.0059
21. H 0.3073
22. H 0.3071
23. H 0.3088
24. C 0.6377
25. C 0.4212
26. C -1.2004
27. H 0.3330
28. H 0.2110
29. O -0.4792
30. H 0.3449
31. C -1.2248
32. H 0.3548
33. H 0.1397
34. C -1.4170
35. C -0.4124
36. H 0.2733
37. H 0.2201
38. H 0.3253
39. H 0.1494
40. H -0.2570
41. H 0.1176
42. H 0.2941
43. O -0.5380
44. H 0.1886
45. C 0.8593
46. H 0.0737
47. H 0.3405
48. O -0.2843
49. H 0.3245
50. C -1.0156
51. H 0.4630
52. C -0.3006
53. C -0.0728
54. O -0.5075
55. H 0.4670
56. H -0.2152
57. H 0.2551
58. C -0.7479
59. H -0.0465
60. O -0.3957
61. H 0.3619
62. H -0.3065
63. H -0.1234
64. H 0.2878
65. H 0.3419
66. H 0.2928
67. H 0.3621
68. C -0.1947
69. H 0.2439
70. H 0.2214
71. H 0.3984
72. O -0.5841
73. H 0.0004
74. H 0.2934
75. H 0.3457
76. H 0.3810
77. H 0.5289
78. C -0.9563
79. H 0.4014
80. C -0.7315
81. H 0.0435
82. C -0.6177
83. C -0.7051
84. H 0.3416
85. H -0.0779
86. H -0.0337
87. C 0.2636
88. H 0.1276
89. O -0.5840
90. H 0.0067

---

Run 3
Computed, not measured: a 10-piece molecular cluster, C20H60O10 overall, with ωB97M-V/def2-TZVPD.

```
90
Properties=species:S:1:pos:R:3
H 3.181 4.817 -2.354
H 6.132 -0.948 -0.741
C -1.232 2.958 1.357
O -1.032 -0.530 -0.126
C -1.633 1.641 -2.966
H 0.671 -2.651 -4.003
H 2.448 0.152 6.804
H -4.573 0.876 -0.307
H -0.804 0.799 -1.303
C 1.205 -1.938 -3.376
H 1.514 -0.071 0.126
H -3.490 -0.048 -1.375
H -3.672 0.151 4.590
H -0.441 0.210 1.724
C -2.317 -3.440 -2.451
O -3.481 -1.539 0.695
H 1.775 -0.948 1.642
H 1.199 3.933 -1.128
H -1.168 1.938 -3.905
H 0.710 3.869 1.759
H 0.538 -1.087 -3.208
H -3.068 2.372 -1.541
C 5.752 -0.301 -1.543
O 0.212 2.440 3.191
H -1.280 3.005 0.268
H -2.404 -2.290 3.251
C -2.521 2.737 -2.415
H 3.687 -0.549 -1.101
H 1.516 -1.358 6.817
H -1.850 -1.329 -2.498
O -0.552 1.348 -2.070
C -4.655 -1.304 -0.093
O 3.187 -2.634 -4.582
C 1.777 -0.524 4.875
H 3.730 -2.964 -3.862
H 3.512 4.790 -0.598
O -2.768 -4.393 -3.426
C -2.854 -0.346 4.062
C -2.356 -2.078 -3.107
C 3.317 4.180 -1.478
H 5.699 -0.922 -2.445
H 3.729 -1.831 7.077
H -1.880 -2.131 -4.085
O -4.418 -2.079 3.336
H 1.109 2.527 3.526
H -3.737 -1.758 1.601
H -1.930 3.600 -2.111
C 4.408 0.270 -1.146
H 2.168 0.374 4.390
O 1.902 2.503 -2.435
H -5.542 -1.261 0.540
H 2.184 2.666 -0.400
H -5.106 -1.749 3.920
H -2.190 0.714 -3.125
C -0.318 -0.678 1.092
C 0.202 2.904 1.825
H -5.219 0.000 -1.686
H 4.050 1.027 -1.843
H 1.974 -1.360 4.205
H 1.052 2.035 -2.318
C 2.478 -1.492 -4.080
H -4.762 -2.160 -0.764
H -2.531 -5.280 -3.141
C 1.137 -0.877 0.762
H 1.426 -2.380 -2.402
H -3.073 -2.326 4.884
C 2.096 3.310 -1.286
H 1.248 -1.788 0.167
H 0.696 -0.357 4.891
C -3.135 -1.828 3.913
H 4.531 0.729 -0.164
H -1.757 2.055 1.673
H 7.488 0.471 -2.067
C -4.466 -0.037 -0.892
H -0.721 -1.530 1.649
H -3.390 -1.754 -3.256
H -3.007 -3.489 -1.603
H 2.227 -0.831 -4.909
O 3.468 -1.568 6.190
H 3.131 -0.921 -3.416
H -3.266 3.062 -3.144
H -2.804 0.143 3.085
H -1.298 -3.646 -2.111
H -1.745 3.834 1.756
H -1.917 -0.161 4.587
C 2.275 -0.787 6.268
O 6.663 0.791 -1.690
H 4.181 3.550 -1.698
H 0.750 2.169 1.224
H -1.973 -0.703 0.044
```

Properties
total charge: 0
molecular weight: 460.690 g/mol
highest occupied orbital energy: -0.34435 hartree
2S+1: 1
SMILES: CCO.CCO.CCO.CCO.CCO.CCO.CCO.CCO.CCO.CCO
frontier orbital gap: 0.3598 Ha

The molecule's Mulliken atomic charges, reported in e, are given here:
1. H 0.3281
2. H 0.2995
3. C -0.2845
4. O 0.3558
5. C 0.1178
6. H 0.3012
7. H 0.2933
8. H 0.3998
9. H 0.0944
10. C -0.2659
11. H -0.1862
12. H -0.3325
13. H 0.4332
14. H 0.0477
15. C -0.3190
16. O -0.5264
17. H 0.2950
18. H 0.3244
19. H 0.4909
20. H 0.4934
21. H 0.0004
22. H 0.1002
23. C -0.4668
24. O -0.5600
25. H -0.1427
26. H 0.2421
27. C -1.1947
28. H 0.1832
29. H 0.2711
30. H -0.4383
31. O 0.0775
32. C -0.3647
33. O -0.5744
34. C -0.4718
35. H 0.3206
36. H 0.3668
37. O -0.5580
38. C -0.4811
39. C -0.4243
40. C -1.3761
41. H 0.2977
42. H 0.2905
43. H 0.5576
44. O -0.5744
45. H 0.2993
46. H 0.1735
47. H 0.3339
48. C -0.6962
49. H 0.2484
50. O -0.5881
51. H 0.3732
52. H -0.1439
53. H 0.2996
54. H -0.0684
55. C 0.2156
56. C -0.0030
57. H 0.4343
58. H 0.1734
59. H 0.3149
60. H 0.3774
61. C -0.2189
62. H 0.2153
63. H 0.3008
64. C -0.9391
65. H 0.1312
66. H 0.3854
67. C 0.4570
68. H 0.3853
69. H 0.0241
70. C -0.4190
71. H 0.4811
72. H -0.2629
73. H 0.2906
74. C -0.7049
75. H -0.0605
76. H 0.4596
77. H 0.1242
78. H 0.3494
79. O -0.5288
80. H -0.0663
81. H 0.3859
82. H -0.0442
83. H 0.2776
84. H 0.4817
85. H 0.1296
86. C -0.3980
87. O -0.5223
88. H 0.2649
89. H -0.0973
90. H -0.0657

---

Run 4
Computed, not measured: a 10-piece molecular cluster, C20H60O10 overall, with ωB97M-V/def2-TZVPD.

```
90
Properties=species:S:1:pos:R:3
H -2.959 -5.919 0.736
H -0.322 0.116 -3.522
C 0.693 3.342 -4.387
C 3.621 -2.333 -0.518
H -0.538 4.724 -3.286
H -1.879 3.179 1.362
H 1.946 4.300 -1.655
H -3.990 -3.136 2.443
O 5.110 2.735 0.769
O -3.480 3.316 2.728
O -2.999 -5.184 0.120
H -2.260 -1.007 -4.472
H -0.776 4.921 -6.111
H -1.474 -3.702 1.688
H 0.199 1.664 -1.443
O 0.374 0.790 -1.799
H -1.565 -4.780 -1.247
C -3.287 -1.076 2.748
O -1.848 -3.392 5.186
H 2.581 5.250 -0.409
C -1.702 -4.873 -0.169
H -1.787 -1.199 -2.052
H -1.027 -5.663 0.159
H 4.908 2.470 -2.559
C -0.468 -3.092 5.485
H -0.375 -3.255 0.362
H 0.714 -0.486 1.229
H -0.506 -2.447 -2.437
H -2.183 1.762 2.199
H 3.606 2.119 -1.360
C -1.381 -3.595 0.607
H -4.310 3.044 0.303
H 4.472 -1.652 -0.510
H 1.087 3.284 -5.401
H 1.115 -0.956 -1.089
C 5.308 3.204 -0.491
H -0.406 -2.163 6.051
C -1.436 -1.968 -2.740
H -5.261 -1.956 2.635
H -3.746 -0.249 3.289
H 2.061 0.480 -0.619
H 0.206 2.409 -4.102
H -3.170 1.726 -0.223
H 4.805 -4.136 -0.541
H 1.209 5.926 -1.318
C -0.211 4.607 -4.319
H -1.071 -2.268 -4.855
O -4.242 -2.554 4.334
H 0.011 -2.045 3.623
H -0.731 -0.274 0.287
H 5.665 1.957 0.855
C 4.678 2.233 -1.520
H 0.208 1.178 0.923
C 3.969 -3.728 0.027
H 4.250 -3.646 1.077
O -0.414 3.785 -0.686
O -0.259 -0.538 -4.221
H 4.658 4.072 -0.605
C -2.718 2.568 1.696
H -2.302 -1.290 3.165
H -0.977 4.552 -0.816
H 0.375 5.482 -4.602
H -2.355 -3.501 5.995
C -1.327 -1.473 -4.155
C 0.240 0.174 0.502
H 6.359 3.400 -0.703
C 0.705 4.282 0.048
O 2.844 -4.565 -0.123
H 2.633 -5.008 0.702
H -3.777 2.787 3.471
C 0.375 -2.900 4.192
H 0.386 -3.771 3.536
C -4.248 -2.206 2.950
H 1.247 3.474 0.540
H -4.435 1.419 0.881
H -2.040 -2.771 0.332
H -3.161 -0.777 1.708
H 2.825 -1.971 0.133
C 1.056 0.086 -0.773
H 1.410 -2.694 4.466
C -3.710 2.185 0.605
H -0.021 -3.889 6.078
H -2.178 -2.766 -2.736
H 1.566 3.461 -3.745
H 0.342 4.957 0.823
O -1.177 4.465 -5.368
H 5.137 1.256 -1.367
C 1.634 5.016 -0.895
H -3.380 -2.957 4.461
H 3.284 -2.348 -1.554
```

Properties
total charge: 0
molecular weight: 460.690 g/mol
highest occupied orbital energy: -0.34739 hartree
2S+1: 1
SMILES: CCO.CCO.CCO.CCO.CCO.CCO.CCO.CCO.CCO.CCO
frontier orbital gap: 0.3592 Ha

The molecule's Mulliken atomic charges, reported in e, are given here:
1. H 0.3211
2. H 0.2134
3. C -0.3882
4. C -0.5695
5. H -0.0343
6. H -0.2305
7. H -0.1316
8. H 0.1676
9. O -0.4915
10. O -0.5923
11. O -0.5089
12. H 0.2668
13. H 0.3316
14. H 0.1080
15. H 0.0209
16. O -0.0397
17. H 0.2127
18. C -0.2376
19. O -0.5614
20. H 0.3704
21. C -0.6403
22. H 0.1456
23. H 0.3931
24. H 0.3724
25. C -0.3897
26. H 0.1923
27. H 0.1859
28. H 0.1106
29. H 0.0075
30. H -0.1713
31. C -0.1465
32. H 0.3528
33. H 0.2862
34. H 0.3950
35. H -0.0237
36. C -0.2817
37. H 0.3113
38. C -0.5372
39. H 0.3468
40. H 0.3243
41. H -0.0605
42. H -0.0585
43. H 0.1766
44. H 0.2725
45. H 0.3477
46. C -0.0999
47. H 0.3468
48. O -0.6081
49. H 0.0065
50. H 0.0142
51. H 0.3203
52. C -0.5074
53. H 0.2767
54. C -0.4248
55. H 0.3229
56. O -0.5000
57. O -0.5288
58. H 0.1058
59. C 0.6128
60. H -0.0378
61. H 0.2781
62. H 0.2812
63. H 0.2664
64. C -0.5310
65. C -0.4219
66. H 0.3314
67. C -0.2713
68. O -0.4972
69. H 0.2942
70. H 0.3067
71. C -0.7212
72. H 0.2363
73. C -0.3900
74. H 0.1937
75. H 0.2784
76. H 0.0821
77. H 0.0636
78. H -0.0131
79. C 0.0360
80. H 0.4189
81. C -0.8743
82. H 0.3509
83. H 0.4183
84. H 0.0811
85. H 0.4598
86. O -0.5240
87. H 0.3367
88. C -0.7128
89. H 0.4628
90. H 0.3431

---

What is the most stable structure shown above? It is run 3.